No. 1
A molecular structure, H18O10Tl in a non-equilibrium geometry, computed with the ωB97M-V functional and the def2-TZVPD basis.

## Properties
HOMO ... -13.5 eV
Net charge ... +1
Orbital gap ... 5.20 eV

Structure (XYZ):
```
29
H18O10Tl | the OMol25 dataset | the ωB97M-V functional and the def2-TZVPD basis
Tl 1.4490 -1.4279 1.5728
O -0.1968 -0.7640 2.5400
H -0.4507 -0.1662 3.2560
O 0.9684 -0.2498 -0.0106
H 0.0879 0.1911 -0.0051
O 3.2709 -2.0412 0.3667
H 3.7483 -1.5367 -0.3078
H 4.0449 -2.5314 0.6969
O -1.8636 0.9135 -1.5718
H -1.2867 1.5259 -2.0395
H -1.6378 1.1876 -0.6718
O 0.6553 1.5844 -2.2026
H 1.3324 1.4824 -2.8198
H 0.9005 1.1034 -1.4110
O -1.4802 -1.6224 -1.7274
H -1.4817 -0.6363 -1.7497
H -2.2665 -1.8822 -2.1704
O -2.1394 -1.4198 1.1459
H -1.7653 -1.5751 0.2936
H -1.4371 -1.0200 1.7058
O 1.6953 -1.2762 -2.3603
H 1.2873 -0.7821 -1.6027
H 1.0871 -2.0096 -2.2408
O -0.8704 1.7429 0.7656
H -1.4392 2.4922 0.6709
H 0.0775 1.9813 0.6580
O -0.5264 2.0790 3.2736
H -1.0536 2.8031 3.5955
H -0.7099 1.8539 2.3502
```



No. 2
9 unconnected molecules or ions with the total composition H18O9 in a non-equilibrium geometry, computed with the ωB97M-V functional and the def2-TZVPD basis.

## Properties
2S+1 ... 2
HOMO (spin up / spin down) ... -0.3 / -7.9 eV
Net charge ... -1
Orbital gap (spin up / spin down) ... 3.30 / 10.72 eV
ΔE to the lowest compared entry with this formula, charge and spin ... 16.4 kcal per mole

Structure (XYZ):
```
27
H18O9 | the OMol25 dataset | the ωB97M-V functional and the def2-TZVPD basis
O 0.0722 -0.5266 2.5907
H -0.3958 -0.0992 3.3198
H 0.9881 -0.6890 2.8943
O 1.4096 3.6296 -0.7065
H 0.9631 2.7686 -0.7374
H 2.3344 3.3496 -0.7779
O -2.3786 2.6530 1.0560
H -2.2704 1.7508 0.7471
H -1.5742 3.1745 0.9872
O -0.4280 -3.7321 -2.0232
H 0.2398 -3.5147 -2.6744
H -0.0939 -4.2874 -1.3128
O -2.5372 -1.0385 1.1877
H -3.0613 -1.8587 1.2182
H -1.6723 -1.2683 1.5557
O -1.1532 0.4618 -0.9596
H -1.9475 -0.0502 -0.7658
H -0.4835 0.1014 -0.3635
O 3.8303 -1.9699 2.1902
H 3.5517 -1.1177 2.5850
H 4.2980 -1.6071 1.4188
O -1.2720 2.2782 -3.3484
H -1.3435 3.0708 -2.8084
H -0.7371 1.6960 -2.7967
O 2.1001 -1.6211 -0.3335
H 2.5634 -1.2900 0.4539
H 1.2022 -1.4642 -0.0037
```



No. 3
9 unconnected molecules or ions with the total composition H18O9, computed with the ωB97M-V functional and the def2-TZVPD basis.

## Properties
Structure (SMILES) ... O.O.O.O.O.O.O.O.O
HOMO ... -11.0 eV
Orbital gap ... 10.27 eV
ΔE to the lowest compared entry with this formula, charge and spin ... 80.8 kcal per mole

Structure (XYZ):
```
27
H18O9 | the OMol25 dataset | the ωB97M-V functional and the def2-TZVPD basis
H -0.1064 -0.7482 -1.4879
H 0.1143 0.6403 -0.9106
H -2.2048 -1.3657 0.9453
H -1.7614 -2.7988 0.7012
H -1.4634 -3.1028 -1.6632
H -0.7328 -2.0252 -2.4475
H 2.1220 -0.6159 0.1189
H 3.3592 -0.4394 -0.7460
H -3.5418 0.2796 -0.7347
H -3.0130 0.9958 -1.9665
H 4.0634 1.2868 -2.1143
H 3.6788 2.0596 -0.8633
H -3.8412 2.1425 0.5035
H -3.6253 0.8747 1.3135
H 2.8676 -2.0920 3.2202
H 2.1270 -1.9159 1.9047
H 1.2732 4.0938 2.2105
H 1.4958 2.9269 1.2625
O -0.4512 -0.1359 -0.8282
O -2.3532 -2.2689 1.2471
O -0.6058 -2.8943 -2.0506
O 3.0818 -0.7014 0.1391
O -3.6420 1.0925 -1.2426
O 3.9853 2.1832 -1.7687
O -4.2363 1.6122 1.2046
O 2.6083 -2.5697 2.4242
O 0.8019 3.4865 1.6291
```



No. 4
A molecular structure, H18O9 in a non-equilibrium geometry, computed with the ωB97M-V functional and the def2-TZVPD basis.

## Properties
HOMO ... -8.0 eV
Orbital gap ... 7.14 eV
ΔE to the lowest compared entry with this formula, charge and spin ... 504.5 kcal per mole

Structure (XYZ):
```
27
H18O9 | the OMol25 dataset | the ωB97M-V functional and the def2-TZVPD basis
O -2.4690 1.3819 0.1528
H -1.9299 0.6281 0.3925
H -3.3093 1.2224 0.5826
O 0.6400 1.6914 -2.1590
H 0.8123 1.2157 -2.9715
H 0.1958 1.0554 -1.5982
O -1.6186 -0.3157 0.4477
H -2.1993 -1.0049 0.1252
H -1.4633 -0.5424 1.3646
O 0.6230 1.9422 0.2331
H 0.6074 0.9987 0.0727
H 1.0486 2.0336 1.0856
O 0.7667 -0.3363 2.5029
H 1.0121 -0.9846 1.8428
H 0.6797 -0.8393 3.3126
O 0.4081 -0.0154 0.4858
H 0.7113 -0.2017 -0.4028
H -0.5442 -0.0993 0.4370
O -0.4325 0.0764 -1.6332
H -1.2572 0.5377 -1.7862
H -0.6445 -0.8466 -1.7721
O 0.9113 -1.9045 0.9734
H 1.8464 -1.8443 1.1687
H 0.6683 -1.0234 0.6889
O 1.6012 -0.6291 -0.9520
H 1.3282 -0.7290 -1.8640
H 2.0072 -1.4670 -0.7298
```



No. 5
9 unconnected molecules or ions with the total composition H18O9 in a non-equilibrium geometry, computed with the ωB97M-V functional and the def2-TZVPD basis.

## Properties
Structure (SMILES) ... O.O.O.O.O.O.O.O.O
HOMO ... -9.0 eV
Orbital gap ... 8.30 eV
ΔE to the lowest compared entry with this formula, charge and spin ... 199.2 kcal per mole

Structure (XYZ):
```
27
H18O9 | the OMol25 dataset | the ωB97M-V functional and the def2-TZVPD basis
H 1.1948 0.8808 -1.1164
H -0.1864 0.4732 -0.6654
H 0.1938 -1.5521 -0.9878
H 1.5709 -1.1582 -1.4671
H -4.7989 -1.9537 0.4720
H -3.9088 -0.6661 0.5380
H 2.8934 2.3121 2.4781
H 3.5506 2.9529 1.4280
H -0.3473 -1.4043 2.9019
H 0.8733 -2.1190 3.3435
H 1.2678 -3.7680 0.2055
H 2.4516 -3.4531 -0.6522
H 1.6280 3.4886 1.2837
H 0.6389 2.3979 1.8845
H -1.7611 -0.0988 -2.8567
H -0.1562 0.0336 -2.7704
H -2.2995 2.1045 -2.9611
H -2.2618 1.6709 -1.4800
O 0.5301 0.1921 -1.2068
O 0.7471 -1.5541 -1.7728
O -4.6345 -1.0725 0.9469
O 3.6437 2.1601 1.9454
O 0.1436 -1.5837 3.7043
O 1.5628 -3.7292 -0.7843
O 1.3424 3.0476 2.1790
O -0.9684 0.4059 -2.4724
O -2.9100 1.9927 -2.1175
```



No. 6
9 unconnected molecules or ions with the total composition H18O9 in a non-equilibrium geometry, computed with the ωB97M-V functional and the def2-TZVPD basis.

## Properties
Structure (SMILES) ... O.O.O.O.O.O.O.O.O
HOMO ... -10.2 eV
Orbital gap ... 10.28 eV
ΔE to the lowest compared entry with this formula, charge and spin ... 79.0 kcal per mole

Structure (XYZ):
```
27
H18O9 | the OMol25 dataset | the ωB97M-V functional and the def2-TZVPD basis
H -1.1493 -0.6951 -1.3956
H -1.1418 -0.1642 0.0285
H 0.4329 1.0424 -5.2064
H 1.2367 0.9481 -3.9199
H 2.7431 -2.3128 -1.4617
H 3.1846 -3.6489 -2.0362
H -1.6407 2.8474 2.8079
H -1.0230 2.1596 4.0143
H -2.4973 4.2281 -1.2154
H -1.4882 3.5693 -0.2893
H 1.0309 3.1095 -2.4424
H -0.3209 2.4148 -2.4363
H 0.8285 -0.7321 3.7988
H 2.3393 -0.6642 3.9501
H -3.2451 -3.8992 0.6760
H -4.2734 -3.9923 1.7913
H 2.1784 -1.9059 2.4348
H 3.1174 -1.2311 1.4483
O -1.2131 0.1224 -0.8890
O 0.4258 0.6322 -4.3342
O 2.4826 -2.9912 -2.0950
O -1.2359 2.0177 3.0851
O -1.9319 3.4514 -1.1367
O 0.0850 3.2878 -2.3918
O 1.6093 -1.2903 3.8868
O -3.3563 -4.2037 1.5837
O 2.8224 -2.0996 1.7443
```